No. 1
Molecular formula: C3H9NO3
Method: DFT, wB97M-V/def2-TZVPD

```
16
Properties=species:S:1:pos:R:3
C -0.595 0.977 1.024
C -1.768 0.361 0.430
O -2.945 0.517 0.620
N -1.367 -0.482 -0.528
C -0.077 -0.600 -1.037
O 0.719 0.387 -1.718
H -0.023 0.134 1.484
H 0.017 1.485 0.288
H -0.969 1.719 1.756
H -2.153 -0.574 -1.190
H 0.620 -0.625 -0.140
H -0.025 -1.568 -1.581
H 0.145 1.145 -1.944
O 2.420 -1.117 1.045
H 2.599 -0.629 0.208
H 3.402 -1.130 1.283
```

## Properties
**Relative energy (zero: lowest compared OMol25 entry of this formula, charge and spin)**: 194.3 kJ/mol
**LUMO**: 0.5 eV
**SMILES**: CC(=O)NCO.O
**Kohn-Sham gap**: 10.5 eV
**HOMO energy**: -10.0 eV
**DFT total energy**: -10888.567 eV

Charges per atom according to Löwdin partitioning, unit e: number 1, C, carries 0.00; number 2, C, carries -0.59; number 3, O, carries 0.08; number 4, N, carries 0.06; number 5, C, carries -0.29; number 6, O, carries -0.07; number 7, H, carries 0.11; number 8, H, carries 0.08; number 9, H, carries 0.11; number 10, H, carries 0.17; number 11, H, carries 0.09; number 12, H, carries 0.14; number 13, H, carries 0.10; number 14, O, carries -0.10; number 15, H, carries 0.04; number 16, H, carries 0.08



No. 2
Molecular formula: C3H9NO3
Method: DFT, wB97M-V/def2-TZVPD

```
16
Properties=species:S:1:pos:R:3
C 0.131 2.215 1.139
C -0.816 1.100 0.744
N -0.178 -0.197 0.927
C -0.513 -1.244 0.129
O -0.805 -1.163 -1.042
O -0.346 -2.435 0.770
H -0.220 3.213 0.891
H 0.345 2.192 2.213
H 1.105 2.046 0.674
H -1.751 1.188 1.302
H -1.019 1.177 -0.323
H 0.107 -0.420 1.874
H -0.091 -3.065 0.084
O 1.221 -1.486 -3.490
H 2.127 -1.649 -3.217
H 0.704 -1.472 -2.675
```

## Properties
**Relative energy (zero: lowest compared OMol25 entry of this formula, charge and spin)**: 20.8 kJ/mol
**LUMO**: 0.5 eV
**SMILES**: CCNC(=O)O.O
**Kohn-Sham gap**: 10.9 eV
**HOMO energy**: -10.3 eV
**DFT total energy**: -10890.366 eV

Charges per atom according to Löwdin partitioning, unit e: number 1, C, carries -0.10; number 2, C, carries -0.24; number 3, N, carries 0.06; number 4, C, carries -0.60; number 5, O, carries 0.08; number 6, O, carries 0.10; number 7, H, carries 0.07; number 8, H, carries 0.07; number 9, H, carries 0.08; number 10, H, carries 0.12; number 11, H, carries 0.12; number 12, H, carries 0.15; number 13, H, carries 0.12; number 14, O, carries -0.06; number 15, H, carries 0.03; number 16, H, carries -0.01



No. 3
Molecular formula: C3H9NO3
Method: DFT, wB97M-V/def2-TZVPD

```
16
Properties=species:S:1:pos:R:3
C -0.611 0.751 -1.470
O -1.913 0.243 -1.504
O 0.280 0.195 -2.210
H -1.867 -0.570 -2.026
H 0.933 -0.584 -1.334
H -0.658 1.846 -1.405
H -0.247 0.503 -0.244
C 1.138 0.562 1.476
C 0.448 -0.424 0.554
N -0.524 -1.220 1.149
O 1.186 -1.023 -0.359
H -0.932 -1.909 0.534
H -1.197 -0.751 1.736
H 1.729 1.260 0.885
H 1.810 0.005 2.133
H 0.425 1.116 2.087
```

## Properties
**Relative energy (zero: lowest compared OMol25 entry of this formula, charge and spin)**: 231.9 kJ/mol
**LUMO**: 0.7 eV
**Kohn-Sham gap**: 10.2 eV
**HOMO energy**: -9.5 eV
**DFT total energy**: -10888.178 eV

Charges per atom according to Löwdin partitioning, unit e: number 1, C, carries -0.44; number 2, O, carries 0.01; number 3, O, carries -0.06; number 4, H, carries 0.11; number 5, H, carries 0.07; number 6, H, carries 0.15; number 7, H, carries 0.11; number 8, C, carries 0.00; number 9, C, carries -0.57; number 10, N, carries 0.14; number 11, O, carries 0.01; number 12, H, carries 0.11; number 13, H, carries 0.10; number 14, H, carries 0.09; number 15, H, carries 0.09; number 16, H, carries 0.08



No. 4
Molecular formula: C3H9NO3
Method: DFT, wB97M-V/def2-TZVPD

```
16
Properties=species:S:1:pos:R:3
C -1.678 -0.293 -0.054
N -0.872 -0.613 -1.074
O -2.900 0.105 -0.436
O -1.432 -0.642 1.157
O -0.719 1.550 0.845
H -3.451 0.187 0.354
H -0.998 0.504 1.475
H -1.219 2.349 1.050
H -1.068 -0.193 -1.968
H 0.102 -0.763 -0.843
C 2.696 -0.464 -0.653
C 2.056 -0.263 0.491
H 2.035 -1.019 1.266
H 1.535 0.664 0.699
H 2.696 0.279 -1.441
H 3.217 -1.388 -0.868
```

## Properties
**Relative energy (zero: lowest compared OMol25 entry of this formula, charge and spin)**: 225.8 kJ/mol
**LUMO**: 0.6 eV
**Kohn-Sham gap**: 10.4 eV
**HOMO energy**: -9.8 eV
**DFT total energy**: -10888.241 eV

Charges per atom according to Löwdin partitioning, unit e: number 1, C, carries -0.60; number 2, N, carries 0.22; number 3, O, carries 0.13; number 4, O, carries -0.01; number 5, O, carries -0.24; number 6, H, carries 0.14; number 7, H, carries 0.11; number 8, H, carries 0.01; number 9, H, carries 0.13; number 10, H, carries 0.08; number 11, C, carries -0.08; number 12, C, carries -0.08; number 13, H, carries 0.06; number 14, H, carries 0.04; number 15, H, carries 0.05; number 16, H, carries 0.05



No. 5
Molecular formula: C3H9NO3
Method: DFT, wB97M-V/def2-TZVPD

```
16
Properties=species:S:1:pos:R:3
O 1.148 0.259 1.895
C -0.027 0.488 1.626
C -0.666 0.407 0.276
C -0.985 -1.094 -0.172
O -1.728 -0.923 -1.455
N 0.059 1.343 -0.577
H -0.631 0.877 2.444
H -1.842 0.854 0.497
H -0.025 -1.534 -0.535
H -1.393 -1.822 0.501
H -1.863 -1.815 -1.836
H -0.344 2.169 -0.906
H 0.218 0.861 -1.474
H 2.180 -0.101 0.466
H 3.106 0.383 -0.625
O 2.792 -0.353 -0.124
```

## Properties
**Relative energy (zero: lowest compared OMol25 entry of this formula, charge and spin)**: 315.7 kJ/mol
**LUMO (alpha / beta)**: -5.2 / -9.8 eV
**Charge**: +1
**Kohn-Sham gap (alpha / beta)**: 10.1 / 5.4 eV
**Spin multiplicity**: 2
**HOMO energy (alpha / beta)**: -15.3 / -15.1 eV
**DFT total energy**: -10877.531 eV

Charges per atom according to Löwdin partitioning, unit e: number 1, O, carries 0.18; number 2, C, carries -0.09; number 3, C, carries -0.25; number 4, C, carries -0.11; number 5, O, carries -0.08; number 6, N, carries 0.28; number 7, H, carries 0.16; number 8, H, carries 0.25; number 9, H, carries 0.14; number 10, H, carries 0.13; number 11, H, carries 0.12; number 12, H, carries 0.12; number 13, H, carries 0.15; number 14, H, carries -0.10; number 15, H, carries 0.05; number 16, O, carries 0.05



No. 6
Molecular formula: C3H9NO3P
Method: DFT, wB97M-V/def2-TZVPD

```
17
Properties=species:S:1:pos:R:3
C -0.311 0.172 1.559
C 1.181 0.218 -0.501
C 0.053 -0.362 0.186
N 1.429 -0.313 -1.874
O -3.198 -0.084 -1.571
O -2.140 2.335 -1.661
O -1.703 0.689 -3.602
P -1.936 0.947 -2.139
H -0.302 -0.570 2.322
H -1.361 0.555 1.703
H 0.367 0.954 1.661
H 2.112 0.094 0.221
H 0.906 1.360 -0.481
H 0.098 -1.451 0.126
H 0.477 -0.734 -2.025
H -3.285 0.047 -0.572
H 1.702 0.336 -2.546
```

## Properties
**Relative energy (zero: lowest compared OMol25 entry of this formula, charge and spin)**: 367.4 kJ/mol
**LUMO (alpha / beta)**: 3.7 / 3.7 eV
**Charge**: -1
**Kohn-Sham gap (alpha / beta)**: 7.9 / 6.5 eV
**HOMO energy (alpha / beta)**: -4.2 / -2.8 eV
**DFT total energy**: -20178.648 eV

Charges per atom according to Löwdin partitioning, unit e: number 1, C, carries -0.13; number 2, C, carries -0.41; number 3, C, carries -0.24; number 4, N, carries -0.01; number 5, O, carries -0.32; number 6, O, carries -0.43; number 7, O, carries -0.43; number 8, P, carries 0.37; number 9, H, carries 0.04; number 10, H, carries 0.08; number 11, H, carries 0.03; number 12, H, carries 0.12; number 13, H, carries 0.13; number 14, H, carries 0.08; number 15, H, carries 0.05; number 16, H, carries 0.05; number 17, H, carries 0.02



No. 7
Molecular formula: C3H9NO3S
Method: DFT, wB97M-V/def2-TZVPD

```
17
Properties=species:S:1:pos:R:3
C -2.066 -1.492 -0.164
C -0.955 1.915 -0.148
C -2.017 -0.178 -0.027
N 2.804 -0.728 -1.401
O 4.111 0.527 0.295
O 2.332 -1.062 1.064
O -0.966 0.552 -0.496
S 2.728 0.186 0.052
H -2.914 -2.053 0.178
H 3.078 -1.631 1.272
H -1.254 -2.032 -0.616
H -0.202 2.392 -0.772
H -0.689 2.051 0.905
H -1.927 2.383 -0.333
H -2.821 0.390 0.432
H 3.526 -0.398 -2.024
H 1.912 -0.787 -1.869
```

## Properties
**Relative energy (zero: lowest compared OMol25 entry of this formula, charge and spin)**: 261.4 kJ/mol
**LUMO**: 0.8 eV
**Kohn-Sham gap**: 9.8 eV
**HOMO energy**: -9.0 eV
**DFT total energy**: -21722.922 eV

Charges per atom according to Löwdin partitioning, unit e: number 1, C, carries 0.02; number 2, C, carries -0.11; number 3, C, carries -0.25; number 4, N, carries -0.17; number 5, O, carries -0.47; number 6, O, carries -0.31; number 7, O, carries -0.17; number 8, S, carries 0.82; number 9, H, carries 0.05; number 10, H, carries 0.06; number 11, H, carries 0.06; number 12, H, carries 0.09; number 13, H, carries 0.09; number 14, H, carries 0.09; number 15, H, carries 0.11; number 16, H, carries 0.04; number 17, H, carries 0.03



No. 8
Molecular formula: C3H9NO4S
Method: DFT, wB97M-V/def2-TZVPD

```
18
Properties=species:S:1:pos:R:3
C -1.947 1.372 0.495
C -0.424 0.336 2.013
C 1.451 -0.715 -0.226
N 1.689 0.485 -0.562
O 0.056 -0.309 -2.506
O 1.816 -2.024 -2.351
O -0.179 -2.489 -1.152
O -0.547 1.194 0.996
S 0.558 -1.337 -1.584
H -2.551 1.606 1.435
H -2.327 0.326 0.235
H -1.907 2.147 -0.197
H -0.293 0.915 3.081
H 0.563 -0.173 1.956
H -1.077 -0.363 2.124
H 1.719 -2.889 -2.530
H 1.323 0.894 -1.398
H 2.079 1.026 0.170
```

## Properties
**Relative energy (zero: lowest compared OMol25 entry of this formula, charge and spin)**: 378.8 kJ/mol
**LUMO**: 0.1 eV
**Kohn-Sham gap**: 9.7 eV
**HOMO energy**: -9.6 eV
**DFT total energy**: -23767.498 eV

Charges per atom according to Löwdin partitioning, unit e: number 1, C, carries -0.02; number 2, C, carries -0.22; number 3, C, carries -0.16; number 4, N, carries 0.07; number 5, O, carries -0.31; number 6, O, carries -0.13; number 7, O, carries -0.30; number 8, O, carries -0.27; number 9, S, carries 0.61; number 10, H, carries 0.10; number 11, H, carries 0.11; number 12, H, carries 0.06; number 13, H, carries 0.14; number 14, H, carries 0.07; number 15, H, carries 0.02; number 16, H, carries 0.02; number 17, H, carries 0.10; number 18, H, carries 0.11